1.
H39O19 | ωB97M-V with the def2-TZVPD basis set

XYZ file:
```
58
Properties=species:S:1:pos:R:3:mulliken_charge:R:1
O 0.89146 4.59284 -0.54984 -0.55
H -4.78878 -0.31738 1.24598 0.24
H 1.75240 4.79672 -0.91980 0.29
O 1.31876 -0.73914 -3.05632 -0.78
H 1.27141 0.18400 -2.74591 0.39
H 4.02543 -2.27444 1.51402 0.35
O -2.78914 -3.09583 0.49484 -0.59
H 0.11849 0.78282 -1.04820 0.56
H -3.20454 0.17441 1.18099 0.39
O -0.53949 -1.13763 -1.11276 -0.28
H 0.08061 -0.89250 -0.41229 -0.12
H -3.47512 -3.72080 0.26344 0.25
O 1.13918 -0.64003 0.99025 -0.35
H 0.91558 -0.69470 1.92424 0.32
H 2.10034 -0.69330 0.92778 -0.09
O -3.08470 -0.05424 -1.58799 -0.70
H -1.88470 3.17192 -2.55679 0.28
H -2.89586 0.88272 -1.55890 0.22
O -1.20701 -0.70622 -3.57912 -0.43
H 2.48688 0.76830 4.16136 0.32
H -0.19428 -0.55542 -3.22436 0.53
O -3.90599 -0.43835 0.89410 -0.60
H -1.33523 -1.66845 -3.62253 0.48
O 4.08235 -0.46207 -1.12856 -0.58
H 4.70110 -1.19644 -1.22323 0.27
H 4.11502 -0.05944 -2.00400 0.26
O -0.12548 -3.42349 0.14585 -0.76
H 1.27896 -1.32221 -2.26228 0.56
H -1.44125 -1.18490 -0.77515 0.21
O 2.87809 -0.09029 4.11220 -0.64
H -3.10072 -2.24041 0.80841 0.32
H 3.27468 -0.61702 3.43274 0.32
O 0.66793 1.54627 -1.25344 -0.68
H 0.11533 2.32260 -1.05699 0.36
H -0.87025 -3.35259 0.75893 0.35
O 1.02834 2.07609 1.38043 -0.59
H -0.68673 -3.59667 -0.62035 0.25
H -3.68629 -0.41405 -0.90539 0.33
O 4.42061 -1.50089 1.08770 -0.63
H 3.62608 -1.18278 0.64375 0.27
H 1.07071 2.53529 0.53725 0.42
O 2.01872 -2.90856 -1.41431 -0.68
H 1.30479 -3.08843 -0.76963 0.48
H -1.84116 -0.51747 -2.84380 0.42
O -0.44373 4.08702 2.31519 -0.57
H -0.89608 0.59552 1.28885 0.21
H 0.25035 4.05310 1.66480 0.27
O -1.60188 0.93156 0.72826 -0.46
H 0.59360 5.23567 0.09502 0.29
H -1.61489 1.83791 1.07149 0.24
O -0.97982 3.35738 -2.29304 -0.55
H -0.99441 4.32353 -2.30148 0.28
H 2.87401 -3.07216 -1.02303 0.30
O -2.11282 -1.84970 3.24633 -0.50
H -2.77549 -1.40916 3.79309 0.26
H -1.59136 -2.25396 3.93635 0.27
H 0.97315 1.10984 1.29336 0.22
H -1.30715 4.00561 1.91252 0.29
```

Output
ΔE to the lowest compared entry with this formula, charge and spin ... 50.4 kcal/mol
Highest occupied orbital energy ... -13.29 eV
Strongest force on any atom ... 2.959 eV Å⁻¹
Electronic energy ... -1452.6579 Eh
E_LUMO ... -0.106 Ha
Net charge ... +1

---

2.
C3H5O2P | ωB97M-V with the def2-TZVPD basis set

XYZ file:
```
11
Properties=species:S:1:pos:R:3:mulliken_charge:R:1
C 0.01744 -0.73942 0.35340 -0.05
C -0.43083 -1.88209 0.29302 0.04
C 0.59540 0.57934 0.24750 -1.16
O -3.08298 -0.75257 0.28763 -0.55
O -2.15523 1.53720 0.41459 -0.56
P -2.09695 0.17490 -0.15209 0.62
H -1.58262 -0.00094 -1.53251 0.20
H -0.87633 -2.82654 0.13341 0.41
H 0.07689 1.28866 -0.34823 0.42
H 0.48336 1.13243 1.29066 0.31
H 1.57184 0.42339 -0.05093 0.32
```

Output
ΔE to the lowest compared entry with this formula, charge and spin ... 56.2 kcal/mol
Highest occupied orbital energy ... -10.62 eV
Strongest force on any atom ... 4.087 eV Å⁻¹
Electronic energy ... -609.0589 Eh
E_LUMO ... -0.010 Ha

---

3.
C4H4OS | ωB97M-V with the def2-TZVPD basis set

XYZ file:
```
10
Properties=species:S:1:pos:R:3:mulliken_charge:R:1
C 0.06948 -0.80110 0.15035 0.13
C -0.18625 -2.28007 0.22832 0.53
C 0.83903 -0.01113 0.90298 -0.79
C -1.00322 -0.51373 -0.86949 -0.42
O 0.25166 -3.14912 0.92536 -0.53
S -1.62566 -2.22335 -0.81001 -0.14
H 1.02357 1.00037 0.79693 0.38
H 1.60283 -0.59922 1.39604 0.27
H -1.66270 0.19111 -0.36128 0.24
H -0.99293 -0.13888 -1.89972 0.33
```

Output
ΔE to the lowest compared entry with this formula, charge and spin ... 27.4 kcal/mol
Highest occupied orbital energy ... -9.68 eV
Strongest force on any atom ... 3.573 eV Å⁻¹
Electronic energy ... -628.1914 Eh
E_LUMO ... -0.006 Ha

---

4.
C6H6IN2O | ωB97M-V with the def2-TZVPD basis set

XYZ file:
```
16
Properties=species:S:1:pos:R:3:mulliken_charge:R:1
C 0.32323 1.02020 1.29923 0.27
C -1.52763 0.56109 0.26905 0.07
C 1.00293 1.79371 2.18122 -0.87
C -0.48403 -1.13239 -1.46877 -0.37
C 0.49155 -2.14955 -1.95220 0.39
C 0.69810 -0.13574 0.40809 -0.50
N -1.00606 1.25418 1.13696 -0.41
N -0.54219 -0.41032 -0.25657 0.08
O 1.11234 -2.87845 -2.57012 -0.06
I -3.46303 0.46408 -0.43837 0.23
H 0.58272 2.57103 2.67705 0.39
H 2.16775 1.81565 2.21076 0.21
H -1.48675 -1.58413 -1.94775 0.38
H -0.37001 -0.34836 -2.33332 0.46
H 1.35682 0.03804 -0.36286 0.48
H 1.14423 -0.87906 1.14762 0.25
```

Output
ΔE to the lowest compared entry with this formula, charge and spin ... 62.9 kcal/mol
Highest occupied orbital energy (alpha / beta) ... -12.06 / -12.06 eV
Strongest force on any atom ... 5.501 eV Å⁻¹
Electronic energy ... -714.2546 Eh
E_LUMO (alpha / beta) ... -0.221 / -0.221 Ha
Net charge ... +1

---

- Which value of strongest force on any atom does entry 2 give?
  4.087 eV Å⁻¹